{"formula": "C6H8Br4F6InO6S2Ti", "method": "the ωB97M-V functional and the def2-TZVPD basis", "symbols": ["F", "H", "S", "Br", "C", "F", "H", "O", "C", "O", "C", "F", "Br", "H", "F", "In", "C", "C", "H", "O", "F", "O", "H", "Br", "S", "H", "O", "O", "H", "H", "Ti", "F", "C", "Br"], "coordinates": [[0.516, 0.095, 0.031], [2.403, -2.012, -0.591], [-2.094, -0.170, 0.220], [2.432, -3.841, -2.179], [-0.430, -0.435, -0.686], [0.158, 2.646, -5.704], [1.214, -0.090, 5.823], [-2.297, 4.044, -3.173], [-0.107, 3.252, -4.560], [-2.663, 2.784, -5.127], [0.500, 0.135, 5.037], [-0.323, -1.721, -1.040], [-0.399, -1.603, 4.647], [2.196, 0.172, 3.844], [0.670, 4.317, -4.390], [-5.314, -2.675, -1.110], [2.880, -2.980, -0.456], [2.192, -3.651, 0.715], [3.945, -2.802, -0.335], [-2.441, 1.218, -0.089], [0.030, 2.418, -3.548], [-1.938, 5.125, -5.217], [-0.182, 0.916, 5.366], [2.454, -2.497, 2.320], [-1.870, 3.827, -4.538], [0.715, 0.412, 2.785], [-1.828, -0.456, 1.635], [-3.026, -1.142, -0.342], [1.113, -3.707, 0.609], [2.573, -4.635, 0.973], [-3.264, -0.364, 3.391], [-0.580, 0.219, -1.824], [1.208, 0.609, 3.729], [1.557, 2.590, 3.784]], "forces_ev_per_angstrom": [[0.80, -0.60, 0.22], [0.23, 0.10, 0.08], [-0.84, 2.62, -4.11], [0.36, -0.04, 0.73], [-2.37, -0.13, -1.04], [0.05, 0.15, 0.25], [-0.09, -0.07, -0.03], [0.48, 0.21, 0.88], [-0.37, 0.85, -0.16], [0.38, -0.15, -0.34], [0.25, 1.03, -1.36], [0.79, 0.31, 1.19], [-1.10, 0.84, 0.05], [0.06, 0.03, -0.95], [0.03, -0.44, -0.09], [0.39, 0.22, -0.22], [-1.03, 0.65, -0.29], [0.21, -0.03, 0.20], [0.03, -0.51, -0.13], [0.55, -2.00, 1.29], [0.32, -0.41, 0.25], [0.36, -0.69, 0.18], [-0.43, -0.52, 0.20], [0.01, -0.36, -0.45], [-1.25, 0.48, -0.97], [-0.02, -0.19, 0.16], [-1.13, -0.26, 3.89], [-0.31, -0.64, 0.38], [0.09, 0.04, -0.22], [0.14, 0.12, 0.00], [2.87, -0.33, -1.43], [0.23, 0.41, 0.09], [0.74, 0.53, 1.61], [-0.44, -1.21, 0.13]], "lowdin_spin": [-0.0001, 0.0000, 0.0016, 0.0000, -0.0010, -0.0026, -0.0001, 0.4071, -0.0099, 0.2513, 0.0006, -0.0002, -0.0065, 0.0000, -0.0028, 0.0002, 0.0000, 0.0000, 0.0000, 0.0004, -0.0027, 0.4185, 0.0002, -0.0001, -0.0589, 0.0001, 0.0058, 0.0012, 0.0000, 0.0000, 1.9980, -0.0006, 0.0001, 0.0002], "homo_lumo_gap_ev": [4.33, 4.36], "total_charge": 2, "multiplicity": 4}



{"formula": "C42H49CrN7P2Si2", "method": "the ωB97M-V functional and the def2-TZVPD basis", "symbols": ["C", "H", "H", "H", "C", "C", "H", "H", "C", "C", "H", "H", "C", "H", "C", "H", "H", "H", "C", "H", "H", "C", "H", "C", "H", "N", "C", "C", "H", "H", "H", "C", "H", "C", "H", "H", "C", "C", "C", "N", "H", "H", "H", "H", "C", "C", "Cr", "C", "P", "H", "H", "C", "H", "N", "N", "C", "Si", "C", "C", "C", "Si", "P", "C", "H", "H", "H", "C", "C", "H", "C", "H", "C", "C", "H", "C", "C", "N", "H", "H", "H", "H", "H", "C", "H", "H", "H", "H", "H", "C", "H", "N", "H", "C", "C", "H", "C", "C", "N", "H", "C", "C", "H", "C"], "coordinates": [[4.487, 2.972, 1.918], [-4.376, -2.490, 0.241], [-2.896, 0.132, -2.237], [-0.543, -3.108, -2.578], [-0.210, -2.538, 3.483], [-3.504, 0.148, 1.212], [-1.746, -4.328, -2.158], [0.214, -5.858, 1.559], [-0.250, -0.107, -3.592], [2.068, 3.421, -5.154], [3.202, -2.964, -2.600], [2.190, 0.396, 4.013], [-0.492, -2.583, 2.114], [4.366, 0.839, 1.996], [-1.736, 2.968, 0.701], [-0.494, -3.805, 0.357], [2.333, 4.746, -3.475], [-4.381, -0.668, -1.725], [3.809, 4.163, 1.697], [0.653, -5.773, 3.990], [-6.375, -0.050, 3.000], [3.359, -3.136, 2.988], [4.839, -1.084, 0.675], [-5.355, -0.249, 2.693], [1.801, -2.970, -1.505], [-1.153, -1.339, -0.361], [-3.411, -0.834, -2.205], [3.506, -2.713, 4.301], [0.217, -0.398, -5.614], [3.184, -1.111, 5.698], [-1.356, 2.433, 1.565], [-0.328, -3.781, 1.429], [-5.397, 1.144, 1.055], [1.896, 3.815, -3.812], [1.703, 1.918, -6.655], [-2.719, -2.203, 3.507], [-4.806, 0.421, 1.605], [0.332, -4.881, 3.466], [-0.081, 0.334, 1.521], [1.815, -0.264, -0.357], [3.413, -3.393, -0.903], [-4.126, -3.830, -0.896], [-0.769, -1.034, -3.391], [3.938, -3.377, 5.041], [3.403, -0.084, -2.856], [1.201, 3.031, -2.916], [-0.351, 0.693, -0.596], [0.189, -3.681, 4.157], [1.588, 0.111, 1.186], [-0.289, -1.592, 4.009], [5.540, -1.352, -0.928], [2.452, 4.130, 1.397], [-3.104, 0.648, 0.339], [-3.034, 4.709, -0.294], [-3.185, 4.831, -2.603], [2.867, -2.730, -1.582], [3.151, -0.909, -1.196], [-1.850, 3.099, -1.576], [3.084, -1.440, 4.671], [-2.713, -0.782, 1.894], [-2.408, -2.110, -1.234], [-1.013, -1.074, 1.237], [1.790, 2.913, 1.311], [-3.605, -1.148, -3.238], [4.330, 5.110, 1.772], [3.374, 1.006, -2.781], [2.460, 1.706, 1.511], [-2.562, 4.074, 0.776], [5.542, 2.986, 2.162], [-1.620, -3.288, -2.482], [2.652, -0.411, -3.586], [-3.283, -1.450, 2.974], [0.083, -4.929, 2.102], [2.664, -2.628, 1.024], [4.821, -0.744, -0.364], [2.806, -2.282, 2.042], [-0.036, 0.839, -2.716], [1.906, 5.055, 1.246], [-2.681, 4.717, -3.465], [-2.080, -3.209, -3.477], [-1.575, 2.699, -2.542], [-5.014, -1.723, 4.211], [2.531, -0.591, 3.721], [-3.582, 5.744, -2.449], [-2.854, 4.458, 1.746], [0.727, 2.898, 1.114], [4.385, -0.369, -3.253], [3.661, -4.137, 2.701], [3.816, 1.757, 1.826], [1.100, 3.310, -1.872], [-1.380, 2.488, -0.502], [0.411, -3.636, 5.216], [0.855, 1.449, -4.715], [2.403, -0.998, 2.392], [2.627, 4.060, -5.824], [-2.680, 4.226, -1.475], [-3.618, -3.119, -0.234], [0.248, 0.201, -4.807], [-3.119, -3.695, 0.553], [0.678, 1.831, -3.392], [-4.590, -1.185, 3.372], [5.165, 0.296, -0.391], [1.555, 2.230, -5.629]], "forces_ev_per_angstrom": [[-0.06, -0.03, -0.02], [0.05, -0.06, 0.00], [-0.03, -0.02, -0.04], [-0.09, -0.04, 0.00], [-0.05, -0.04, -0.04], [-0.01, -0.03, 0.07], [0.06, 0.09, -0.03], [-0.01, 0.02, 0.00], [-0.03, 0.10, 0.07], [-0.03, -0.01, 0.08], [-0.03, -0.02, 0.11], [0.01, 0.01, -0.01], [0.08, -0.03, 0.03], [-0.01, 0.00, 0.02], [-0.16, 0.26, 0.12], [-0.02, -0.01, 0.04], [-0.01, -0.02, -0.03], [0.07, 0.02, -0.03], [-0.04, -0.03, 0.00], [-0.01, 0.02, -0.01], [0.03, 0.00, -0.01], [-0.01, 0.04, 0.02], [0.01, -0.01, -0.06], [0.03, 0.00, -0.02], [0.07, 0.02, -0.02], [-0.39, 0.06, 0.32], [-0.11, 0.10, -0.13], [0.00, 0.03, -0.01], [0.00, 0.01, -0.01], [0.00, 0.00, -0.02], [-0.04, 0.00, -0.02], [0.07, -0.06, 0.01], [0.02, -0.01, 0.01], [0.02, -0.01, -0.10], [0.00, 0.01, 0.03], [0.02, 0.00, 0.00], [0.05, -0.06, 0.02], [-0.02, 0.03, -0.01], [0.08, -0.41, -0.21], [0.05, 0.23, 0.30], [-0.06, 0.02, -0.05], [0.00, 0.06, 0.06], [0.05, 0.06, 0.01], [-0.01, 0.02, -0.02], [-0.06, 0.10, -0.28], [0.11, 0.03, 0.04], [1.08, -0.92, -0.47], [-0.01, 0.03, -0.11], [-0.14, 0.42, 0.40], [-0.02, -0.02, 0.00], [-0.03, 0.07, 0.06], [0.05, -0.02, 0.02], [0.02, 0.02, -0.02], [-0.07, 0.12, 0.06], [0.00, -0.02, 0.14], [-0.01, -0.23, -0.09], [-0.17, 0.01, -0.09], [-0.16, 0.19, -0.22], [-0.02, 0.00, -0.11], [-0.06, 0.00, -0.07], [0.23, 0.10, -0.07], [-0.23, 0.32, 0.20], [-0.01, -0.06, 0.05], [0.00, 0.04, 0.12], [-0.01, -0.02, -0.01], [0.00, -0.04, -0.04], [-0.03, 0.03, 0.00], [0.09, -0.15, 0.14], [-0.03, -0.01, 0.00], [0.09, -0.14, -0.20], [0.06, 0.10, 0.05], [0.01, 0.01, 0.01], [-0.02, 0.10, -0.02], [0.02, 0.03, 0.05], [0.20, 0.06, 0.14], [-0.02, -0.03, -0.04], [-0.01, 0.01, 0.01], [0.01, -0.03, 0.00], [0.02, -0.02, 0.01], [0.06, -0.05, 0.12], [-0.04, 0.01, -0.01], [0.02, 0.01, -0.02], [0.04, -0.05, -0.01], [-0.01, 0.01, 0.00], [-0.02, 0.02, -0.03], [0.01, -0.03, -0.02], [-0.11, 0.01, 0.02], [-0.01, 0.04, 0.00], [0.03, 0.00, -0.05], [0.00, -0.02, -0.04], [-0.22, 0.26, 0.11], [-0.01, 0.01, -0.02], [-0.03, -0.32, -0.18], [0.02, -0.05, 0.02], [-0.01, -0.01, 0.02], [0.08, -0.09, -0.19], [-0.16, -0.14, 0.16], [0.13, 0.13, -0.24], [-0.04, 0.02, -0.07], [-0.20, -0.04, 0.34], [0.03, 0.01, -0.04], [-0.02, -0.10, 0.02], [0.01, 0.03, 0.01]], "lowdin_spin": [0.0016, 0.0000, 0.0034, 0.0001, 0.0001, 0.0048, 0.0000, 0.0000, 0.0156, -0.0004, 0.0002, 0.0001, 0.0039, 0.0000, 0.0281, 0.0005, 0.0001, 0.0001, 0.0000, 0.0000, 0.0001, 0.0001, 0.0000, 0.0004, 0.0001, 0.0391, 0.0050, -0.0008, 0.0002, 0.0000, 0.0019, 0.0014, 0.0000, 0.0011, 0.0000, 0.0000, 0.0007, 0.0005, -0.0010, 0.0211, 0.0000, 0.0002, 0.0008, -0.0001, 0.0000, 0.0048, 3.6820, 0.0001, 0.0093, -0.0002, 0.0001, 0.0017, 0.0043, 0.0269, -0.0041, 0.0010, 0.0040, 0.0380, 0.0003, 0.0007, 0.0086, 0.0132, 0.0056, 0.0002, 0.0000, 0.0000, 0.0028, -0.0033, 0.0001, 0.0009, 0.0000, 0.0003, 0.0001, 0.0002, 0.0003, -0.0003, 0.0180, 0.0001, -0.0003, 0.0002, 0.0018, 0.0000, -0.0006, -0.0002, -0.0006, 0.0041, 0.0000, 0.0000, -0.0002, 0.0036, 0.0296, 0.0000, 0.0004, 0.0016, 0.0000, 0.0011, 0.0009, 0.0066, 0.0001, 0.0064, 0.0000, 0.0000, 0.0006], "homo_lumo_gap_ev": [6.78, 6.88], "total_charge": 0, "multiplicity": 5}



{"formula": "C25H45BN11S3Ti", "method": "the ωB97M-V functional and the def2-TZVPD basis", "symbols": ["C", "C", "H", "H", "C", "C", "B", "C", "N", "H", "H", "C", "H", "Ti", "C", "N", "N", "N", "H", "H", "C", "C", "H", "C", "H", "C", "H", "H", "H", "S", "H", "C", "H", "H", "C", "H", "H", "H", "H", "H", "H", "C", "H", "N", "H", "C", "H", "H", "H", "H", "H", "S", "H", "N", "C", "H", "H", "C", "S", "N", "C", "H", "N", "H", "H", "C", "H", "N", "H", "C", "C", "H", "H", "N", "N", "H", "H", "C", "C", "C", "H", "H", "H", "H", "H", "C"], "coordinates": [[-2.804, 0.402, -0.757], [-4.886, -0.257, -0.313], [5.757, -2.731, -1.951], [0.414, -0.194, 5.142], [1.971, 3.559, -1.384], [2.382, 4.590, 0.893], [-2.255, 1.350, 1.655], [-1.053, -0.951, 2.344], [0.125, 3.851, 0.250], [-4.839, 0.493, 1.752], [2.333, -1.798, 2.966], [1.675, -3.322, -1.684], [3.690, -3.350, -2.001], [0.392, -0.696, -0.220], [0.467, -2.544, 3.774], [4.474, -1.034, -1.999], [0.644, -2.655, -1.310], [2.931, -2.743, -1.751], [0.842, -5.177, -1.844], [-1.044, 1.814, 4.018], [-0.104, -3.027, 5.108], [4.896, 0.340, -1.769], [-1.180, 5.557, -0.015], [-1.977, 3.721, 0.875], [2.639, 0.394, -1.234], [-4.028, -0.793, -2.649], [0.732, -3.374, 1.779], [2.500, -5.136, -2.235], [-0.695, -3.982, 2.619], [-1.310, 0.703, -1.556], [4.379, 1.039, -2.433], [0.335, -3.664, 2.750], [-1.999, -1.554, -2.718], [-5.513, -1.801, -3.809], [-0.069, 2.605, 0.760], [-6.201, -0.603, -2.717], [-5.852, -0.685, -0.487], [-4.006, -0.127, -4.690], [3.308, 5.041, 0.535], [0.788, 6.520, -0.083], [2.133, -1.452, 4.687], [-0.155, -0.182, 4.233], [0.410, -3.937, 5.418], [-1.357, 2.519, 1.145], [-5.630, -2.173, -2.097], [1.096, 5.813, -0.854], [-3.139, -2.393, -3.786], [-0.201, -3.216, -1.352], [0.332, 5.764, -1.631], [5.961, 0.419, -1.959], [2.007, 6.199, -1.307], [1.138, 1.394, 0.968], [4.932, -2.444, -3.511], [2.318, -0.566, -1.213], [5.389, -1.966, -2.643], [-3.191, -2.688, -2.039], [1.959, 5.237, 1.662], [-4.390, 0.327, 0.789], [-1.548, -1.908, 0.993], [-1.423, 0.335, 2.513], [-0.875, 0.805, 3.685], [2.758, 4.112, -1.898], [-3.101, 0.736, 0.517], [-1.167, -3.250, 5.005], [2.613, 3.621, 1.332], [-3.837, 0.299, -3.700], [2.397, 2.646, -0.978], [1.650, -4.626, -2.074], [0.021, -2.286, 5.896], [-1.071, 4.548, 0.328], [-5.433, -1.373, -2.811], [-3.041, 1.847, 2.425], [2.515, -3.089, 4.167], [-3.896, -0.208, -1.282], [-0.254, -1.287, 3.399], [6.254, -1.415, -2.997], [1.196, 3.300, -2.107], [1.951, -2.192, 3.910], [-3.016, -1.931, -2.807], [3.215, -1.386, -1.642], [-2.835, 0.719, -3.669], [0.917, -4.507, 3.128], [-4.563, 1.099, -3.546], [-3.016, 3.880, 1.097], [4.715, 0.636, -0.734], [1.398, 4.435, -0.267]], "forces_ev_per_angstrom": [[-0.09, -0.03, 0.11], [-0.02, -0.02, -0.03], [-0.01, 0.00, 0.00], [0.00, -0.01, 0.00], [-0.03, 0.00, 0.01], [-0.04, -0.06, -0.03], [0.10, -0.05, 0.09], [0.05, 0.06, 0.04], [0.03, -0.13, 0.08], [-0.01, 0.00, 0.00], [0.01, 0.00, 0.01], [-0.04, 0.18, 0.01], [0.02, 0.02, 0.00], [-0.07, -0.08, -0.45], [0.03, -0.07, 0.01], [0.09, -0.04, -0.01], [-0.18, -0.05, 0.15], [-0.10, 0.02, -0.01], [-0.01, 0.01, 0.00], [0.00, -0.01, 0.01], [-0.02, 0.01, -0.01], [-0.01, 0.05, -0.02], [-0.01, -0.02, 0.03], [0.02, -0.03, -0.01], [0.01, 0.00, 0.03], [-0.05, -0.08, -0.11], [0.00, -0.02, -0.02], [-0.01, -0.01, 0.00], [0.01, 0.00, -0.02], [0.14, -0.02, 0.02], [0.00, 0.00, 0.00], [0.01, -0.01, 0.02], [0.00, -0.05, -0.01], [0.03, 0.03, -0.02], [-0.29, 0.27, 0.09], [0.00, -0.02, 0.00], [0.00, 0.00, 0.00], [0.00, -0.01, 0.00], [-0.01, 0.01, -0.03], [-0.03, 0.01, -0.03], [0.01, 0.00, 0.00], [0.08, -0.16, 0.03], [0.01, 0.00, -0.01], [-0.02, -0.08, -0.08], [-0.01, 0.00, 0.02], [0.02, 0.03, 0.04], [-0.02, 0.01, -0.02], [0.01, -0.03, 0.02], [0.03, 0.00, -0.02], [0.00, -0.02, 0.01], [0.02, -0.01, 0.02], [0.16, -0.15, 0.12], [0.00, 0.01, -0.01], [0.25, 0.16, 0.10], [0.01, 0.01, 0.02], [0.01, -0.01, 0.00], [0.01, 0.00, 0.01], [0.07, 0.00, 0.03], [0.11, -0.03, 0.08], [-0.16, 0.04, -0.01], [-0.10, 0.11, -0.11], [0.00, 0.02, 0.00], [0.01, 0.05, 0.11], [0.00, 0.01, 0.01], [0.02, 0.03, 0.03], [-0.01, -0.01, -0.03], [-0.02, -0.03, -0.03], [0.07, -0.07, -0.03], [-0.01, -0.01, 0.01], [0.03, 0.00, -0.08], [0.00, 0.02, 0.03], [0.01, 0.02, -0.06], [-0.01, -0.01, 0.00], [0.04, 0.00, -0.03], [-0.09, 0.13, 0.00], [-0.01, 0.01, -0.02], [0.01, -0.01, 0.01], [-0.01, 0.03, -0.02], [0.02, 0.09, 0.07], [-0.06, -0.08, -0.06], [-0.03, 0.00, 0.01], [0.00, 0.01, 0.01], [0.01, 0.01, 0.00], [-0.01, -0.01, 0.00], [-0.02, -0.02, 0.00], [0.09, 0.10, -0.05]], "lowdin_spin": [0.0112, 0.0022, 0.0004, 0.0001, 0.0003, -0.0004, 0.0016, 0.0100, 0.0003, 0.0000, 0.0020, 0.0087, 0.0000, 1.7768, 0.0003, 0.0101, 0.0091, 0.0033, 0.0003, 0.0000, 0.0001, 0.0011, 0.0001, 0.0002, 0.0032, 0.0003, 0.0018, 0.0003, 0.0002, 0.0411, 0.0004, 0.0016, 0.0003, 0.0000, 0.0118, 0.0000, 0.0001, 0.0000, 0.0000, 0.0000, 0.0001, 0.0010, 0.0000, -0.0001, 0.0000, 0.0000, 0.0000, 0.0032, 0.0000, 0.0000, 0.0000, 0.0221, 0.0003, 0.0089, 0.0009, 0.0001, 0.0000, 0.0011, 0.0306, 0.0045, 0.0001, 0.0000, 0.0018, 0.0000, -0.0003, 0.0003, 0.0002, 0.0047, 0.0000, 0.0005, 0.0000, 0.0000, 0.0000, 0.0008, 0.0033, 0.0000, 0.0001, 0.0016, 0.0002, 0.0153, 0.0001, 0.0000, 0.0000, 0.0000, 0.0002, -0.0001], "homo_lumo_gap_ev": [6.19, 7.62], "e_above_lowest_kj_mol": 30.7, "total_charge": 1, "multiplicity": 3}



Which formula does entry 1 have?
C6H8Br4F6InO6S2Ti